No. 1
This record from the OMol25 dataset describes one molecule with the formula C23H24N2O5S. The level of theory is wB97M-V/def2-TZVPD.

Geometry (Å):
S -3.2852 4.6942 1.6229
O -0.4273 0.6432 1.7569
O -4.0581 5.6650 0.9066
O -3.4087 1.2706 0.6839
O -2.6362 5.0800 2.8419
O -2.8921 0.2055 2.5903
N 1.4693 -2.4963 -0.4145
N -4.3611 3.4686 2.0304
C 5.2011 -3.4309 -2.0562
C 2.7318 -2.8101 -0.9707
C -2.0855 3.9562 0.5248
C 3.7855 -3.1634 -0.1377
C -0.6591 -2.6780 0.1728
C 1.1823 -1.3739 0.2896
C -3.8035 2.3770 2.7815
C -2.2949 -0.8393 1.8376
C -3.3315 1.2448 1.8866
C 2.9140 -2.7660 -2.3468
C -2.4659 3.6413 -0.7642
C 0.3840 -4.6070 -1.2021
C -0.8677 -0.4404 1.4329
C 0.6684 1.9459 -2.0293
C -0.1534 -1.4420 0.6762
C 4.1495 -3.0782 -2.8855
C -0.2856 2.6878 -1.1431
C 2.1952 -0.3221 0.5473
C 5.0184 -3.4721 -0.6840
C 0.3513 -3.2982 -0.4975
C -1.5646 3.0005 -1.5931
C -0.8190 3.6720 0.9896
C 0.0838 3.0487 0.1472
H -0.5307 -5.1543 -0.9937
H -4.5426 1.9861 3.4902
H 4.2915 -3.0431 -3.9550
H 1.0797 2.8313 0.5014
H 1.6985 2.1974 -1.7890
H 0.5368 0.8735 -1.8828
H -4.8776 3.1688 1.2154
H 2.7470 -0.0867 -0.3624
H 1.6913 0.5650 0.9173
H 0.4821 2.1705 -3.0767
H 2.9132 -0.6523 1.2987
H 3.6300 -3.2015 0.9302
H -2.8852 -1.0365 0.9366
H 5.8368 -3.7484 -0.0367
H -3.4579 3.8993 -1.0992
H -0.5578 3.9427 1.9999
H 0.4679 -4.4731 -2.2807
H 2.0907 -2.4805 -2.9846
H -1.8570 2.7323 -2.5978
H 1.2359 -5.2011 -0.8721
H -1.6547 -3.0551 0.2882
H -2.2767 -1.7174 2.4845
H 6.1638 -3.6736 -2.4795
H -2.9605 2.7731 3.3533

Cartesian forces, eV/Å:
S -0.4 0.1 0.0
O 0.0 -0.1 0.1
O 0.0 -0.3 -0.3
O 0.0 -0.2 0.2
O 0.2 -0.3 0.0
O 0.1 -0.2 0.4
N -0.3 0.1 0.1
N 0.5 0.7 -0.2
C 0.1 0.0 0.0
C 0.5 -0.1 -0.2
C -0.3 0.4 0.5
C -0.2 0.0 0.0
C 0.2 0.0 -0.1
C -0.4 0.5 0.3
C 0.2 -0.2 0.2
C 0.1 0.2 -0.2
C -0.3 0.2 -0.3
C -0.1 0.0 0.1
C 0.0 0.0 -0.2
C 0.0 0.1 0.0
C -0.4 0.1 0.2
C 0.0 0.0 0.0
C 0.8 -0.2 -0.4
C 0.0 0.0 0.0
C 0.1 0.1 0.1
C 0.1 0.1 0.0
C 0.1 0.0 0.0
C -0.4 -0.4 0.0
C -0.1 0.1 0.1
C 0.0 0.0 0.1
C -0.1 0.1 -0.2
H 0.0 0.0 0.0
H 0.2 0.0 -0.1
H 0.0 0.0 -0.1
H 0.1 0.0 0.0
H 0.1 0.0 0.0
H 0.0 -0.1 0.0
H -0.1 0.0 -0.2
H 0.1 0.0 0.0
H 0.1 0.0 0.0
H 0.0 0.0 -0.1
H 0.1 0.0 0.0
H 0.0 0.0 0.1
H 0.1 -0.1 0.1
H 0.1 0.0 0.1
H -0.1 0.0 -0.1
H 0.1 0.0 0.1
H 0.0 -0.1 -0.1
H -0.1 0.0 0.0
H 0.0 0.0 -0.1
H 0.0 -0.1 0.0
H -0.2 -0.2 0.0
H 0.0 0.1 -0.1
H 0.1 0.0 0.0
H -0.1 -0.3 0.1

Computed properties:
- Lowest unoccupied orbital energy: 0.43 eV
- HOMO energy: -8.483 eV
- SMILES: Cc1ccc(S(=O)(=O)NCC(=O)OCC(=O)c2cc(C)n(-c3ccccc3)c2C)cc1
- Spin multiplicity: 1
- Charge: 0


No. 2
This record from the OMol25 dataset describes one molecule with the formula C23H24N2O5S2 in a non-equilibrium geometry. The level of theory is wB97M-V/def2-TZVPD.

Geometry (Å):
S -1.3189 2.5309 1.9902
S 6.5056 0.2656 -0.4938
O 7.3408 0.3974 0.6691
O -3.7387 -0.6631 -1.4841
O -3.3647 2.0782 -2.5155
O -1.4595 -3.7515 1.3231
O 6.9058 0.9348 -1.7011
N -2.3666 2.1703 -0.4971
N -0.0652 1.7851 -0.1264
C -2.5730 -2.2426 -0.0558
C 2.2393 1.4575 0.5685
C -1.4099 -0.5294 -1.3002
C -2.6057 -1.1707 -0.9311
C -1.2442 2.0998 0.2707
C 6.3238 -1.5074 -0.8627
C 0.3656 2.2072 2.0856
C 3.1376 1.0894 1.5717
C -0.2188 -1.0140 -0.7991
C -1.4676 0.6461 -2.2390
C -3.5067 2.9030 0.0302
C -1.3597 -2.7004 0.4612
C -0.2786 -4.2790 1.8756
C 4.8352 0.7595 -0.0741
C -0.1761 -2.0865 0.0799
C -4.9748 -1.2628 -1.1860
C -4.3216 2.1434 1.0351
C -2.4779 1.6797 -1.8012
C 0.8613 1.8176 0.8738
C 4.4353 0.7410 1.2482
C -4.0922 0.9185 1.4672
C 3.9638 1.1236 -1.0829
C 2.6668 1.4723 -0.7616
H -0.4837 1.1070 -2.3107
H -5.2081 -1.1924 -0.1190
H 4.3223 1.1468 -2.1001
H 0.2539 -3.5327 2.4742
H 5.1542 0.4657 2.0039
H 0.3898 -4.6665 1.1001
H -1.7888 0.3167 -3.2306
H 7.2989 -1.8896 -1.1376
H 1.9692 1.7728 -1.5273
H -0.5951 -5.0978 2.5199
H 0.8833 2.3489 3.0114
H -4.9968 -2.3116 -1.4982
H 2.8157 1.0678 2.6010
H 0.7783 -2.4219 0.4520
H 5.6285 -1.6106 -1.6852
H -3.4693 -2.7533 0.2546
H -5.7127 -0.6988 -1.7537
H -5.1692 2.7060 1.4032
H -4.7370 0.4506 2.1912
H 5.9593 -1.9993 0.0293
H -3.1636 3.8438 0.4778
H -4.1399 3.1473 -0.8298
H 0.7067 -0.5427 -1.0908
H -3.2567 0.3300 1.1259

Cartesian forces, eV/Å:
S 0.4 -0.3 -0.5
S 0.0 -0.6 -0.1
O -0.2 -0.1 0.3
O 0.5 0.0 0.0
O 0.0 0.0 -0.1
O -0.3 0.2 -0.2
O -0.3 0.0 -0.2
N -0.7 0.2 0.1
N 0.1 0.1 -0.6
C -0.2 -0.1 0.1
C 0.5 -0.1 -0.1
C -0.1 0.0 -0.1
C 0.3 -0.1 0.0
C 0.4 0.4 1.2
C 0.0 0.9 0.2
C 0.0 0.0 -0.4
C -0.1 0.0 -0.2
C -0.3 -0.1 -0.1
C -0.1 -0.3 -0.3
C -0.3 0.1 -0.1
C 0.0 0.1 -0.1
C 0.2 -0.1 0.1
C 0.6 -0.2 -0.2
C 0.1 -0.3 0.2
C -0.3 -0.1 0.1
C -0.1 0.1 -0.1
C 0.2 0.1 -0.5
C -0.6 0.3 0.9
C 0.1 0.0 0.2
C -0.1 -0.1 0.0
C 0.0 0.0 -0.1
C 0.0 0.0 0.2
H -0.1 -0.1 -0.1
H 0.0 0.0 0.0
H 0.0 0.0 -0.2
H 0.0 0.0 0.0
H 0.0 0.0 0.2
H 0.0 0.0 0.0
H 0.0 0.2 0.1
H 0.2 0.1 0.0
H 0.0 0.0 -0.1
H 0.1 0.0 0.0
H 0.2 0.0 0.2
H 0.0 0.0 0.0
H 0.0 0.0 0.1
H 0.1 -0.1 0.1
H -0.1 0.0 -0.1
H -0.1 0.0 0.0
H 0.0 -0.1 0.1
H -0.1 0.0 0.1
H -0.2 0.0 0.2
H -0.1 -0.1 0.2
H 0.0 0.0 -0.1
H 0.2 0.1 0.2
H 0.1 0.1 0.0
H 0.2 -0.1 -0.1

Computed properties:
- Lowest unoccupied orbital energy: 0.02 eV
- HOMO energy: -8.307 eV
- SMILES: C=CCN(C(=O)Cc1ccc(OC)cc1OC)c1nc(-c2ccc(S(C)(=O)=O)cc2)cs1
- Spin multiplicity: 1
- Charge: 0


No. 3
This record from the OMol25 dataset describes C23H24N3PS2V as an isolated structure in a non-equilibrium geometry. The level of theory is wB97M-V/def2-TZVPD.

Geometry (Å):
V 11.1590 11.8330 7.6756
S 9.8998 10.5242 6.2276
S 11.0410 16.3988 8.1501
P 13.2629 10.9368 7.7832
N 8.5953 12.7512 5.4637
N 7.3365 11.2084 6.6490
N 11.2075 13.6933 7.4887
C 13.5236 12.7894 11.9886
C 13.8545 13.1772 5.5921
C 10.9712 11.5288 9.6050
C 13.4627 8.3575 8.8650
C 16.3503 12.6703 5.6822
C 14.8506 11.3359 7.0080
C 15.9363 10.4949 7.3020
C 13.1882 9.0768 7.6972
C 14.7061 12.2680 11.4149
C 17.4729 11.8899 6.0540
C 8.5566 11.6083 6.1961
C 17.2323 10.7817 6.8279
C 13.1028 8.4059 6.4565
C 12.9516 7.0139 6.4139
C 11.2175 14.8549 7.8411
C 12.3074 12.4285 11.4668
C 12.3429 11.7740 10.2513
C 13.1486 6.2876 7.6094
C 13.2537 6.9806 8.8359
C 13.0326 9.2580 5.2004
C 13.5176 11.3941 9.5659
C 14.7532 11.6159 10.2009
C 15.0398 12.4022 6.1465
H 13.4345 13.8638 6.3323
H 9.5604 13.1128 5.4540
H 18.0429 10.1396 7.0646
H 13.0486 12.5678 5.1932
H 13.1472 5.1825 7.6492
H 13.6884 10.1527 5.4206
H 13.6722 8.8411 9.8202
H 13.5487 8.6940 4.4502
H 13.4113 6.4247 9.7961
H 12.8386 6.5118 5.4772
H 15.6299 12.5601 11.9949
H 10.5833 10.5295 9.5466
H 7.2185 10.3967 7.2887
H 15.7600 11.3629 9.8582
H 18.4079 12.1496 5.6222
H 6.4855 11.7873 6.6051
H 7.9192 13.5235 5.7971
H 10.2514 12.2932 10.0095
H 13.5773 13.5352 12.7727
H 16.4873 13.4304 4.9197
H 11.3671 12.6882 11.8616
H 14.1513 13.8612 4.8091
H 12.1000 9.5393 4.8229
H 15.7746 9.5173 7.8471

Cartesian forces, eV/Å:
V -0.3 3.1 -0.1
S 0.6 0.1 0.9
S 0.6 -2.7 -0.4
P 3.8 -2.6 1.3
N 0.2 1.4 2.5
N 1.4 -0.2 0.8
N 0.1 -4.3 0.1
C 0.4 -0.1 -0.1
C 0.6 0.8 0.6
C 0.4 1.5 0.4
C -1.8 -0.4 0.6
C -0.2 -0.6 0.1
C 0.6 0.1 -0.2
C 0.2 -1.4 0.5
C 0.5 0.8 0.0
C 0.7 1.6 1.7
C -2.5 1.0 -0.5
C -4.0 0.4 -0.6
C -1.0 0.0 0.6
C -2.1 0.6 -0.4
C 1.4 0.3 1.5
C -1.0 4.1 0.5
C 1.1 0.2 -0.8
C -1.5 -0.9 -1.7
C -1.0 0.2 0.3
C 1.8 -0.6 0.6
C 2.7 0.0 1.5
C -0.4 0.2 -0.3
C 0.0 0.1 0.1
C 0.4 0.9 -1.1
H 0.0 -0.2 0.2
H -0.7 0.0 -0.8
H 0.4 -0.7 0.3
H -0.1 -0.4 -0.1
H -0.2 0.8 -0.3
H -0.9 -0.7 -0.8
H -0.1 -0.1 -0.3
H 0.2 -0.1 -0.8
H -0.2 0.4 -1.1
H 0.0 -0.2 -0.4
H -0.8 -0.7 -1.1
H -0.3 -0.9 0.2
H 0.4 0.7 -1.0
H -0.6 -0.1 -0.5
H 0.8 -0.1 0.0
H 0.7 -0.1 -0.4
H 1.1 -1.6 -1.1
H 0.2 -0.9 -0.4
H 0.1 -0.5 0.4
H -0.1 0.1 0.2
H -0.8 0.5 0.7
H 0.3 -0.1 -0.4
H -1.6 0.3 -0.4
H 0.3 1.4 -0.5

Computed properties:
- Lowest unoccupied orbital energy (spin up / spin down): -12.47 / -12.50 eV
- HOMO energy (spin up / spin down): -17.089 / -17.089 eV
- Spin multiplicity: 1
- Charge: +3


No. 4
This record from the OMol25 dataset describes C23H24N5O4PdS as an isolated structure in a non-equilibrium geometry. The level of theory is wB97M-V/def2-TZVPD.

Geometry (Å):
Pd 0.3233 -0.3219 -0.6945
S 4.1092 2.0981 -0.0795
O -2.4265 -1.1719 -1.0298
O 2.6039 -1.9632 -1.4323
O -1.6843 -0.7827 5.8256
O -3.6928 3.8631 2.7877
N -1.2953 -1.6138 -1.2519
N 1.2501 -1.9469 -1.4659
N -0.7391 1.2042 -0.0188
N 1.9817 0.8664 -0.7088
N -0.0124 -0.9558 1.2600
C -1.8545 3.2647 -0.3234
C 0.5372 -2.8863 -1.9821
C 2.4312 1.4201 -1.9063
C -0.6218 -1.5480 3.8798
C -0.9703 -1.8680 5.3028
C 2.7732 1.1395 0.3002
C -3.3228 4.2241 1.4865
C 3.6185 2.1328 -1.7423
C 1.8197 1.3193 -3.1562
C 1.0954 -4.0866 -2.6648
C -1.0208 2.2693 -0.7806
C -1.2484 1.0815 1.2286
C 2.4301 1.9397 -4.2239
C -0.8134 -0.1220 1.9619
C 0.2156 -2.3766 3.1341
C -0.9338 -2.7075 -1.8417
C 0.4993 -2.0561 1.8251
C -1.9701 -3.6817 -2.2920
C -2.0865 2.0515 1.7311
C -2.4075 3.1641 0.9523
C 3.6295 2.6522 -4.0576
C -1.1334 -0.4011 3.2727
C 4.2371 2.7593 -2.8259
H 1.1479 -2.6715 1.2166
H 0.8882 0.7726 -3.2903
H -2.5808 -3.2276 -3.0768
H 2.0842 -3.9123 -3.0893
H -1.5629 -2.7930 5.2987
H 0.4502 -4.3832 -3.4893
H -0.5621 2.3113 -1.7614
H 2.5909 0.7899 1.3065
H -1.5342 -4.6010 -2.6686
H 1.1553 -4.9290 -1.9692
H 0.6522 -3.2685 3.5650
H 1.9826 1.8838 -5.2068
H -2.6321 -3.9241 -1.4581
H -4.1838 4.3019 0.8105
H -4.2952 4.5184 3.1585
H 5.1572 3.3145 -2.7034
H -0.0469 -2.0756 5.8555
H -1.9257 -0.9511 6.7439
H 4.0823 3.1300 -4.9154
H -1.7616 0.2631 3.8491
H 2.9376 -2.7747 -1.8563
H -2.7928 5.1842 1.4504
H -2.0641 4.1119 -0.9634
H -2.5078 1.9702 2.7229

Cartesian forces, eV/Å:
Pd -0.9 -1.1 0.3
S 0.1 0.0 0.0
O 1.6 -0.2 -0.3
O 0.1 0.0 0.0
O 0.0 0.0 0.0
O 0.0 0.0 0.0
N -1.7 0.7 1.0
N 0.0 0.1 0.0
N 0.0 0.0 0.1
N 0.4 0.3 -0.1
N -0.3 0.0 -0.5
C 0.0 0.0 0.0
C -0.3 -0.2 -0.1
C 0.1 0.1 0.2
C 0.0 0.0 0.0
C -0.1 0.0 0.0
C -0.1 0.1 -0.1
C 0.0 0.0 0.0
C 0.0 0.1 0.0
C 0.0 0.0 0.0
C 0.0 0.0 0.0
C 0.0 -0.1 0.0
C 0.0 0.0 0.1
C 0.0 0.0 0.0
C -0.2 0.3 -0.3
C 0.0 0.0 0.0
C 1.0 -0.1 -0.1
C 0.1 -0.2 -0.2
C -0.2 0.1 0.0
C 0.0 0.0 0.0
C 0.0 0.0 0.0
C 0.0 0.0 0.0
C 0.1 -0.1 0.0
C 0.0 0.0 0.0
H 0.0 0.0 0.0
H 0.0 0.0 0.0
H 0.0 0.0 0.0
H 0.0 0.0 0.0
H 0.0 0.0 0.0
H 0.0 0.0 0.0
H 0.0 0.0 0.0
H 0.0 0.0 0.0
H 0.1 0.0 0.0
H 0.0 0.0 0.0
H 0.0 0.0 0.0
H 0.0 0.0 0.0
H 0.0 0.0 0.0
H 0.0 0.0 0.0
H 0.0 0.0 0.0
H 0.0 0.0 0.0
H 0.0 0.0 0.0
H 0.0 0.0 0.0
H 0.0 0.0 0.0
H 0.0 0.0 0.0
H 0.0 0.0 0.0
H 0.0 0.0 0.0
H 0.0 0.0 0.0
H 0.0 0.0 0.0

Computed properties:
- Lowest unoccupied orbital energy (spin up / spin down): -12.79 / -12.80 eV
- HOMO energy (spin up / spin down): -17.138 / -17.137 eV
- Spin multiplicity: 1
- Charge: +3


Record order is preserved below.
ΔE to the lowest compared entry with this formula, charge and spin: 22.0 54.4 0.0 4.1 kcal/mol
Record order is preserved below.
DFT total energy: -48293.94726 -59127.59874 -85326.82290 -54165.21856 eV